(1)
C3H10NS | ωB97M-V with the def2-TZVPD basis set

```
! RIJCOSX wB97M-V def2-TZVPD def2/J DEFGRID3
* xyz -1 1
C 4.06851 1.85169 0.72913
S 2.47558 2.15476 1.52649
H 4.77770 1.43065 1.47132
H 3.98153 1.11203 -0.08409
H 4.52527 2.71418 0.25949
C -2.73319 -0.27268 0.38648
N -2.44612 -1.01558 -0.83629
C -1.09194 -1.63106 -0.90162
H -3.11990 -1.04897 1.05974
H -1.95221 0.32832 0.84886
H -3.53707 0.44341 0.14502
H -2.51277 -0.46470 -1.68108
H -0.89919 -2.14049 0.04056
H -0.26846 -1.05200 -1.33696
H -1.26776 -2.40958 -1.62704
*
```

As for the energy above the lowest of the compared OMol25 structures with the same formula, charge and spin: 38.3 kcal per mole. As for the max |F|: 1.68 eV/Å. The LUMO energy is 3.57 eV. The HOMO-LUMO gap is 5.5 eV. The calculated total energy is -15598.142 eV. The calculation puts the HOMO energy at -1.98 eV.

---

(2)
C33H39BCl5N6OPrS3 | ωB97M-V with the def2-TZVPD basis set

```
! RIJCOSX wB97M-V def2-TZVPD def2/J DEFGRID3
* xyz 2 3
Pr -2.40064 2.21782 -1.42873
C -3.32088 -2.62795 -2.78742
C -2.01242 -2.14890 -2.23904
C -0.82273 -2.71288 -2.57054
C 0.40904 -2.22652 -2.03846
N 0.42873 -1.18749 -1.26070
N -0.75391 -0.62523 -0.92168
B -0.53534 0.44245 0.10462
N -1.16027 0.23129 1.44389
N -0.80666 -1.00001 1.86281
C -1.12344 -1.32914 3.08132
C -1.85303 -0.42157 3.90373
C -2.22667 0.80742 3.46070
C -3.00976 1.77428 4.29330
C -1.83810 1.15281 2.13162
S -2.18351 2.67342 1.42649
C -0.71099 -2.69672 3.59025
C 0.02189 -2.53080 4.93042
C -1.98956 -3.52808 3.78965
C 0.20698 -3.39529 2.58860
N 0.72541 1.20013 0.06761
N 1.34881 1.14416 1.27176
C 2.57028 1.56951 1.33307
C 3.23112 2.06899 0.16634
C 2.60449 2.14736 -1.03499
C 3.27214 2.67009 -2.27014
C 1.23543 1.74413 -1.06671
S 0.25611 1.96740 -2.44225
C 3.29454 1.47300 2.66334
C 2.38119 0.89061 3.74082
C 4.51238 0.55161 2.47775
C 3.75572 2.87890 3.07364
C -1.96913 -1.04661 -1.33271
S -3.39345 -0.28756 -0.75405
C 1.72312 -2.91886 -2.34713
C 1.94472 -2.89965 -3.86725
C 1.61402 -4.37007 -1.84587
C 2.88816 -2.22435 -1.64600
H -3.16333 -3.38461 -3.55286
H -3.93594 -3.05510 -1.99252
H -3.89115 -1.80030 -3.21219
H -0.80349 -3.53803 -3.27236
H -2.13105 -0.72794 4.90525
H -3.30564 1.32255 5.23701
H -2.41771 2.66818 4.50090
H -3.90141 2.10446 3.75959
H -0.63871 -2.17107 5.72131
H 0.41253 -3.49769 5.24917
H 0.86449 -1.83945 4.84196
H -2.67447 -3.06045 4.50096
H -2.51756 -3.66669 2.84334
H -1.72661 -4.51209 4.18048
H 1.12376 -2.82328 2.42049
H 0.47879 -4.37516 2.98170
H -0.28720 -3.53428 1.62445
H 4.25806 2.40367 0.24821
H 4.35153 2.70092 -2.13582
H 3.03600 2.04801 -3.13418
H 2.92090 3.67932 -2.49812
H 2.02541 -0.10523 3.46383
H 2.93976 0.81139 4.67356
H 1.51203 1.52829 3.91457
H 4.20527 -0.44440 2.14972
H 5.22621 0.94968 1.75273
H 5.03572 0.44930 3.42925
H 2.90514 3.55206 3.20175
H 4.28628 2.81932 4.02460
H 4.44004 3.32162 2.34621
H 1.15041 -3.41702 -4.40957
H 2.00993 -1.87587 -4.24364
H 2.88189 -3.40642 -4.10057
H 0.86035 -4.93863 -2.39512
H 2.57134 -4.87357 -1.98567
H 1.36714 -4.40408 -0.78158
H 3.01249 -1.19855 -2.00262
H 2.74506 -2.19554 -0.56373
H 3.80519 -2.77357 -1.85906
Cl -3.97747 5.03357 -7.95028
C -3.86782 4.63962 -6.29156
C -3.51061 3.35464 -5.90634
Cl -3.16060 2.14149 -7.06322
C -3.43908 3.06247 -4.55277
Cl -3.00074 1.43547 -4.02834
C -3.70001 3.99480 -3.55887
O -3.60971 3.65455 -2.25147
C -4.04063 5.28156 -3.95893
Cl -4.33832 6.44444 -2.73503
C -4.13274 5.60289 -5.31100
Cl -4.56752 7.18709 -5.77167
*
```

As for the energy above the lowest of the compared OMol25 structures with the same formula, charge and spin: 4.2 kcal per mole. As for the max |F|: 1.60 eV/Å. The LUMO energy (spin up / spin down) is -7.41 / -7.42 eV. The HOMO-LUMO gap (spin up / spin down) is 5.8 / 5.8 eV. The calculated total energy is -155696.230 eV. The calculation puts the HOMO energy (spin up / spin down) at -13.21 / -13.20 eV.

---

(3)
C3H5ClS2 | ωB97M-V with the def2-TZVPD basis set

```
! RIJCOSX wB97M-V def2-TZVPD def2/J DEFGRID3
* xyz 0 1
S -0.40742 2.77265 0.12734
C 0.13895 1.32150 -0.34342
C -0.32569 0.00376 0.19932
S -1.62618 -0.87980 -0.82150
C 0.77640 -1.04056 0.48008
Cl 1.71987 -1.46262 -0.96142
H 0.87088 1.24501 -1.16178
H -0.77539 0.27235 1.16037
H -2.26129 0.28222 -0.88343
H 0.37444 -1.90390 1.00319
H 1.51543 -0.61060 1.20125
*
```

As for the energy above the lowest of the compared OMol25 structures with the same formula, charge and spin: 13.5 kcal per mole. As for the max |F|: 2.05 eV/Å. The LUMO energy is -0.81 eV. The SMILES is S=C[C@@H](S)CCl. The HOMO-LUMO gap is 8.3 eV. The calculated total energy is -37384.067 eV. The calculation puts the HOMO energy at -9.16 eV.

---

(4)
C3H5N3OS | ωB97M-V with the def2-TZVPD basis set

```
! RIJCOSX wB97M-V def2-TZVPD def2/J DEFGRID3
* xyz 0 1
N 2.93683 -0.28792 -0.05330
N 2.12370 0.83892 -0.19432
C 0.90478 0.48177 -0.14533
C -0.30234 1.37842 0.06431
C -1.47912 0.49128 -0.04301
O -2.63988 0.97521 0.02906
S -1.24648 -1.32263 -0.11209
N 0.47873 -0.90539 0.31586
H 2.85580 -0.45219 1.14478
H 3.81887 -0.09641 -0.35448
H -0.36017 2.58861 -0.21356
H -0.17891 1.27539 1.21329
H 1.41245 -1.58310 0.03746
*
```

As for the energy above the lowest of the compared OMol25 structures with the same formula, charge and spin: 109.3 kcal per mole. As for the max |F|: 6.76 eV/Å. The LUMO energy is 0.09 eV. The SMILES is N/N=C1/CC(=O)SN1. The HOMO-LUMO gap is 9.0 eV. The calculated total energy is -20540.918 eV. The calculation puts the HOMO energy at -8.89 eV.

---

(5)
C5H13N2O2 | ωB97M-V with the def2-TZVPD basis set

```
! RIJCOSX wB97M-V def2-TZVPD def2/J DEFGRID3
* xyz 1 1
N 1.37251 2.34687 0.03512
C 0.69707 1.03223 0.34775
C -0.43604 0.64240 -0.63169
C -1.77621 0.59129 0.12119
C -2.27371 -0.59143 0.45389
C 1.90698 -0.00129 0.47726
N 1.45278 -1.19085 0.92130
O 3.01110 0.46170 0.34944
H 1.32106 2.51739 -0.96546
H 2.37694 2.26159 0.25476
H 0.95517 3.14404 0.51704
H 0.10310 1.19740 1.25557
H -0.24177 -0.34138 -1.05234
H -0.53927 1.29257 -1.51604
H -2.33492 1.49710 0.34531
H -1.94081 -1.53502 0.05301
H -3.29281 -0.71467 0.82668
H 0.46901 -1.37627 0.86290
H 2.08043 -1.96310 0.74444
H -0.64185 -3.65673 -0.70029
H -1.51855 -2.84859 -1.65274
O -0.75021 -2.76525 -1.04708
*
```

As for the energy above the lowest of the compared OMol25 structures with the same formula, charge and spin: 20.6 kcal per mole. As for the max |F|: 3.37 eV/Å. The LUMO energy is -3.19 eV. The HOMO-LUMO gap is 10.4 eV. The calculated total energy is -12464.169 eV. The calculation puts the HOMO energy at -13.64 eV.